# 1
Density functional theory data (the ωB97M-V functional and the def2-TZVPD basis) for a 2-piece molecular cluster, C4H9NS overall at a distorted geometry.

Results
Largest force on an atom = 4.3 eV Å⁻¹
HOMO-LUMO gap (spin up / spin down) = 7.3 / 7.3 eV
Structure (SMILES) = C=C(C)C.N=S

Geometry (Å):
C 0.379 0.902 0.247
C -0.405 -0.116 0.375
C -1.879 -0.046 -0.088
C -0.045 -1.320 1.095
N 2.173 1.279 -2.001
S 3.305 0.272 -2.055
H 0.078 1.935 -0.252
H 1.427 0.799 0.717
H -2.388 -1.075 -0.093
H -1.920 0.430 -1.074
H -2.366 0.683 0.556
H 0.934 -1.516 0.723
H -0.756 -2.200 0.972
H 0.115 -1.129 2.147
H 1.349 1.102 -1.268

Atom charges from the natural (NBO) analysis, given in e for atoms 1 to 2: C -0.513; C 0.048



# 2
Density functional theory data (the ωB97M-V functional and the def2-TZVPD basis) for C4H9NS as an isolated structure at a distorted geometry.

Results
Largest force on an atom = 6.6 eV Å⁻¹
HOMO-LUMO gap = 8.1 eV

Geometry (Å):
C 2.753 -0.277 -0.120
C 0.550 -0.616 -0.196
C -0.686 0.252 0.005
C -0.594 1.788 -0.129
H 3.307 -1.518 -0.653
H 3.716 -0.023 0.531
H 2.764 0.816 -0.842
H 1.420 -0.115 1.362
H 0.910 -0.797 -1.274
H 0.309 -1.729 0.078
H -0.730 1.924 1.277
H -1.583 2.441 -0.845
H 0.869 1.798 -0.538
N 1.477 0.071 0.456
S -2.091 -0.636 0.022

Atom charges from the natural (NBO) analysis, given in e for atoms 1 to 2: C -0.465; C -0.308



# 3
Density functional theory data (the ωB97M-V functional and the def2-TZVPD basis) for the molecule C4H9NS at a distorted geometry.

Results
Largest force on an atom = 4.1 eV Å⁻¹
HOMO-LUMO gap = 10.0 eV
Structure (SMILES) = CN1C[C@H]1CS

Geometry (Å):
C -0.100 2.428 1.527
C -0.422 1.349 -0.702
C -0.266 0.219 0.254
C 0.712 -0.880 0.000
H -0.319 3.427 1.209
H -0.946 1.997 2.083
H 0.779 2.466 2.192
H -1.335 1.908 -0.767
H 0.054 1.104 -1.543
H -1.108 -0.019 0.842
H 1.294 -1.208 0.868
H 1.379 -0.371 -0.768
H -0.883 -2.746 0.093
N 0.399 1.516 0.483
S -0.078 -2.241 -0.879

Atom charges from the natural (NBO) analysis, given in e for atoms 1 to 2: C -0.422; C -0.245



# 4
Density functional theory data (the ωB97M-V functional and the def2-TZVPD basis) for a 2-piece molecular cluster, C4H9NSi overall at a distorted geometry.

Results
Largest force on an atom = 2.5 eV Å⁻¹
HOMO-LUMO gap = 9.8 eV
Structure (SMILES) = N=C=C[SiH3].C=C

Geometry (Å):
C -0.272 1.323 0.484
C -1.589 -2.236 0.173
C -0.828 -1.655 1.047
C 0.927 0.839 0.338
N -1.195 2.097 0.378
Si 1.880 1.288 -1.189
H -1.204 -3.079 -0.276
H -2.620 -2.056 -0.149
H -2.128 1.833 0.127
H 0.168 -2.066 1.359
H -1.266 -0.717 1.336
H 1.552 0.404 1.085
H 2.972 2.231 -0.943
H 1.115 1.846 -2.218
H 2.488 -0.051 -1.554

Atom charges from the natural (NBO) analysis, given in e for atoms 1 to 2: C 0.470; C -0.389



# 5
Density functional theory data (the ωB97M-V functional and the def2-TZVPD basis) for a 2-piece molecular cluster, C4H9O overall at a distorted geometry.

Results
Largest force on an atom = 5.3 eV Å⁻¹
HOMO-LUMO gap (spin up / spin down) = 3.1 / 6.4 eV
⟨S²⟩ = 0.7529
Spin multiplicity = 2
Charge = -2

Geometry (Å):
C -2.492 -1.484 -2.750
O -2.956 -0.588 -3.774
H -3.225 -1.499 -1.958
H -2.516 -2.473 -3.215
H -1.431 -1.367 -2.239
C 1.498 1.512 0.604
C 1.146 0.361 1.602
C 1.462 0.288 2.903
H 0.953 2.478 0.820
H 2.564 1.622 0.602
H 1.206 1.226 -0.390
H 0.563 -0.448 1.070
H 1.024 -0.624 3.440
H 2.205 0.995 3.285

Atom charges from the natural (NBO) analysis, given in e for atoms 1 to 2: C -0.241; O -1.030



# 6
Density functional theory data (the ωB97M-V functional and the def2-TZVPD basis) for a 2-piece molecular cluster, C4H9O overall at a distorted geometry.

Results
Largest force on an atom = 1.1 eV Å⁻¹
HOMO-LUMO gap (spin up / spin down) = 10.2 / 8.7 eV
⟨S²⟩ = 0.7575
Spin multiplicity = 2

Geometry (Å):
C 0.800 -1.769 -0.884
O 1.871 -2.196 -0.310
C 0.942 -0.384 -1.627
C 0.212 -0.433 -0.373
C -1.303 -0.295 -0.462
H 0.117 -2.511 -1.314
H -0.330 4.266 4.761
H 1.971 -0.091 -1.721
H 0.387 -0.370 -2.547
H -0.339 4.599 5.438
H 0.643 -0.069 0.539
H -1.746 -1.271 -0.579
H -1.666 0.230 0.411
H -1.558 0.294 -1.329

Atom charges from the natural (NBO) analysis, given in e for atoms 1 to 2: C 0.116; O -0.419



# 7
Density functional theory data (the ωB97M-V functional and the def2-TZVPD basis) for a 2-piece molecular cluster, C4H9O2 overall.

Results
Largest force on an atom = 0.9 eV Å⁻¹
HOMO-LUMO gap = 7.6 eV
Charge = -1

Geometry (Å):
C 0.893 -1.482 -0.577
C 1.699 -0.221 -0.192
O 2.867 -0.447 0.200
O 1.142 0.896 -0.341
H 1.199 -2.306 0.069
H 1.233 -1.727 -1.585
H -0.186 -1.346 -0.587
C -2.152 0.470 0.840
C -3.380 0.887 0.026
H -1.871 -0.565 0.650
H -1.257 1.001 0.502
H -2.284 0.671 1.902
H -3.174 0.858 -1.042
H -3.709 1.878 0.336
H -4.212 0.215 0.251

Atom charges from the natural (NBO) analysis, given in e for atoms 1 to 2: C -0.737; C 0.759



# 8
Density functional theory data (the ωB97M-V functional and the def2-TZVPD basis) for a 2-piece molecular cluster, C4H9O2 overall.

Results
Largest force on an atom = 1.0 eV Å⁻¹
HOMO-LUMO gap = 8.1 eV
Charge = -1

Geometry (Å):
C 2.037 -0.885 -0.258
C 1.574 0.191 0.719
H 1.866 -0.629 -1.306
H 3.131 -0.973 -0.185
H 1.562 -1.855 -0.105
H 2.171 1.060 0.466
H 0.547 0.507 0.568
H 1.622 -0.143 1.756
C -2.418 0.615 0.267
C -1.588 0.063 -0.919
O -0.997 -1.017 -0.690
O -1.558 0.755 -1.959
H -1.846 1.170 1.017
H -2.954 -0.189 0.754
H -3.150 1.329 -0.125

Atom charges from the natural (NBO) analysis, given in e for atoms 1 to 2: C -0.594; C -0.607



# 9
Density functional theory data (the ωB97M-V functional and the def2-TZVPD basis) for an isolated ion of composition C4H9O2 and charge -1 at a distorted geometry.

Results
Largest force on an atom = 3.6 eV Å⁻¹
HOMO-LUMO gap = 7.7 eV
Structure (SMILES) = C[C@H]([O-])CCO
Charge = -1

Geometry (Å):
C -1.705 0.727 0.495
O -2.242 0.063 -0.696
C -0.123 0.819 0.617
C 0.519 -0.644 0.030
C 1.912 -0.565 -0.740
O -0.224 -1.384 -0.843
H -2.039 0.060 1.402
H -2.142 1.735 0.518
H 0.250 1.543 -0.095
H 0.186 1.114 1.629
H 0.580 -1.264 0.969
H 2.281 -1.596 -0.937
H 2.492 0.078 -0.122
H 1.624 -0.022 -1.566
H -1.370 -0.663 -0.661

Atom charges from the natural (NBO) analysis, given in e for atoms 1 to 2: C -0.071; O -0.829



# 10
Density functional theory data (the ωB97M-V functional and the def2-TZVPD basis) for an isolated ion of composition C4H9O2 and charge -1 at a distorted geometry.

Results
Largest force on an atom = 2.8 eV Å⁻¹
HOMO-LUMO gap = 7.1 eV
Structure (SMILES) = C[C@@H]([O-])CCO
Charge = -1

Geometry (Å):
C 0.518 0.128 1.630
O -0.582 0.965 1.722
C 0.531 -0.866 0.425
C 0.242 0.004 -0.910
C -0.116 -1.171 -2.019
O -0.715 1.080 -0.802
H 1.307 0.828 1.577
H 0.653 -0.433 2.667
H -0.346 -1.607 0.295
H 1.582 -1.315 0.414
H 1.135 0.466 -1.241
H -0.840 -1.894 -1.576
H -0.436 -0.748 -3.006
H 0.860 -1.715 -2.176
H -0.595 1.493 0.927

Atom charges from the natural (NBO) analysis, given in e for atoms 1 to 2: C -0.039; O -0.773



# 11
Density functional theory data (the ωB97M-V functional and the def2-TZVPD basis) for C4H9O2 as an isolated structure at a distorted geometry.

Results
Largest force on an atom = 7.2 eV Å⁻¹
HOMO-LUMO gap = 9.3 eV
Charge = +1

Geometry (Å):
C 0.394 -0.576 0.163
C -0.288 -1.322 1.193
C -1.833 1.103 0.040
C 2.100 0.262 -1.210
O -0.768 0.699 -0.659
O 1.487 -0.653 -0.329
H -0.886 -2.140 0.672
H 0.438 -1.772 1.881
H -1.005 -0.577 1.644
H -2.227 1.833 -0.618
H -1.537 1.398 1.095
H -2.637 0.401 0.268
H 1.228 0.853 -1.599
H 2.776 0.881 -0.669
H 2.757 -0.391 -1.871

Atom charges from the natural (NBO) analysis, given in e for atoms 1 to 2: C 0.951; C -0.784



# 12
Density functional theory data (the ωB97M-V functional and the def2-TZVPD basis) for a 2-piece molecular cluster, C4H9O2P overall at a distorted geometry.

Results
Largest force on an atom = 3.4 eV Å⁻¹
HOMO-LUMO gap = 9.8 eV

Geometry (Å):
C -0.711 -0.916 3.132
C -0.035 0.957 -0.698
C 1.731 -0.592 0.949
C -1.071 -1.594 0.085
O -1.168 -0.450 4.088
O -0.671 0.563 1.799
P -0.066 -0.181 0.636
H 0.567 0.917 -1.582
H 0.147 1.975 -0.356
H -0.994 1.165 -1.192
H 1.881 -1.458 1.548
H 2.034 0.263 1.618
H 2.249 -0.652 -0.046
H -0.715 -2.096 -0.753
H -2.055 -1.114 -0.335
H -1.296 -2.303 0.978

Atom charges from the natural (NBO) analysis, given in e for atoms 1 to 2: C 0.438; C -1.076



# 13
Density functional theory data (the ωB97M-V functional and the def2-TZVPD basis) for the molecule C4H9O2P at a distorted geometry.

Results
Largest force on an atom = 3.5 eV Å⁻¹
HOMO-LUMO gap = 8.0 eV
Structure (SMILES) = CC1=[PH2]OCCO1

Geometry (Å):
C -2.023 0.530 -0.208
C -0.920 1.439 0.176
C 0.826 -0.026 0.257
C 2.316 -0.294 -0.082
O -1.772 -0.864 0.088
O 0.304 1.193 -0.377
P -0.223 -1.392 -0.038
H -2.943 0.757 0.226
H -2.247 0.536 -1.206
H -1.295 2.389 -0.130
H -0.976 1.610 1.318
H 2.841 0.610 -0.260
H 2.385 -0.974 -0.915
H 2.663 -0.640 0.802
H 0.193 -1.993 1.258
H -0.548 -2.614 -0.741

Atom charges from the natural (NBO) analysis, given in e for atoms 1 to 2: C -0.085; C -0.095



# 14
Density functional theory data (the ωB97M-V functional and the def2-TZVPD basis) for a 2-piece molecular cluster, C4H9O2P overall at a distorted geometry.

Results
Largest force on an atom = 4.3 eV Å⁻¹
HOMO-LUMO gap (spin up / spin down) = 7.9 / 7.6 eV

Geometry (Å):
C -0.389 0.164 1.000
C -1.487 0.967 0.272
C -0.643 -0.599 -1.270
C 0.293 -0.581 -0.162
O -1.719 0.244 -0.931
O 0.662 -1.795 0.383
P 2.689 0.657 -0.452
H 0.300 0.837 1.730
H -0.975 -0.481 1.678
H -2.449 0.977 1.012
H -1.146 1.929 -0.065
H -0.227 -0.294 -2.376
H -0.979 -1.598 -1.474
H 0.863 -2.459 -0.229
H 2.609 0.011 0.831
H 2.597 2.021 0.052

Atom charges from the natural (NBO) analysis, given in e for atoms 1 to 2: C -0.501; C -0.064



# 15
Density functional theory data (the ωB97M-V functional and the def2-TZVPD basis) for the molecule C4H9O2P at a distorted geometry.

Results
Largest force on an atom = 5.5 eV Å⁻¹
HOMO-LUMO gap = 11.1 eV
Structure (SMILES) = C[C@H]1CO[P@H](=O)C1

Geometry (Å):
C -0.064 -1.304 0.040
C -0.351 1.028 0.143
C 0.518 -0.016 -0.546
C 2.052 0.118 -0.272
O -3.235 0.664 -0.438
O -1.473 -1.242 -0.080
P -2.103 0.213 0.342
H 0.182 -2.124 -0.466
H 0.022 -1.550 1.152
H -0.219 1.465 1.181
H -0.473 2.156 -0.535
H 0.191 0.176 -1.636
H 2.303 1.080 -0.312
H 2.483 -0.529 -1.019
H 2.449 -0.216 0.608
H -2.282 0.082 1.836

Atom charges from the natural (NBO) analysis, given in e for atoms 1 to 2: C -0.062; C -0.759



# 16
Density functional theory data (the ωB97M-V functional and the def2-TZVPD basis) for a 2-piece molecular cluster, C4H9O2S overall at a distorted geometry.

Results
Largest force on an atom = 3.7 eV Å⁻¹
HOMO-LUMO gap (spin up / spin down) = 5.0 / 7.3 eV
Charge = -1

Geometry (Å):
C -0.364 0.859 -1.264
C -0.898 -1.382 -0.099
C -0.814 0.860 1.098
C -0.396 0.022 0.017
O 3.273 0.219 1.404
O 3.176 -1.399 -0.570
S 2.895 -0.030 -0.002
H -1.387 1.218 -1.383
H 0.448 1.562 -1.159
H -0.104 0.020 -1.975
H -0.488 -2.151 0.706
H -0.538 -1.774 -1.069
H -1.981 -1.515 0.057
H -1.934 1.102 1.151
H -0.543 0.512 2.140
H -0.344 1.876 0.947

Atom charges from the natural (NBO) analysis, given in e for atoms 1 to 2: C -0.677; C -0.671



Energy above the lowest of the compared OMol25 structures with the same formula, charge and spin list, top to bottom, in kJ/mol: 358.5 867.6 202.8 399.2 129.5 110.3 14.1 21.0 279.5 279.3 342.3 166.6 539.6 561.6 210.7 329.0